The following is a DFT calculation (ωB97M-V with the def2-TZVPD basis set) of C4H10O2 in the gas phase at a distorted geometry.

Its SMILES is CC(CO)CO. The HOMO energy comes out at -10.092 eV. As for the total energy: -308.830937 Ha. For the LUMO energy, the calculation gives 0.86 eV. The relative energy (zero: lowest compared OMol25 entry of this formula, charge and spin) comes out at 42.18 kcal/mol.

Geometry as XYZ:
```
16
Properties=species:S:1:pos:R:3:forces:R:3
C -1.691764 -0.551698 0.025760 0.03 0.01 -0.04
C -0.255399 -0.026251 0.035120 0.05 0.65 -0.52
C 0.859631 -0.772048 -0.687682 0.51 0.52 -0.93
O 1.337774 0.295074 -1.661031 0.87 -1.23 -0.05
C 0.159956 0.638401 1.354839 -0.32 -0.13 -0.03
O 1.495617 1.097854 1.310262 0.10 0.22 -0.19
H -1.923891 -1.041555 -0.926528 0.04 0.07 0.11
H -1.949825 -1.256066 0.828133 0.31 0.11 -0.09
H -2.371621 0.304033 0.122750 0.06 -0.20 0.01
H -0.115769 0.732618 -0.770584 -1.76 0.69 1.35
H 0.527701 -1.680852 -1.201609 0.15 0.24 -0.02
H 1.748351 -0.953416 -0.080869 -0.21 -0.15 -0.10
H 0.990183 0.251264 -2.569152 -0.02 -0.57 0.68
H -0.541593 1.469919 1.540222 0.13 -0.14 0.01
H 0.101809 -0.017973 2.235555 -0.03 -0.07 -0.35
H 1.628837 1.510689 0.444810 0.09 -0.02 0.17
```
Positions in Å, forces in eV/Å.


The following is a DFT calculation (ωB97M-V with the def2-TZVPD basis set) of 2 unconnected molecules or ions with the total composition C4H10O2 at a distorted geometry.

Its SMILES is C=CO.CCO. The HOMO energy comes out at -9.074 eV. As for the total energy: -308.820507 Ha. For the LUMO energy, the calculation gives 0.66 eV. The relative energy (zero: lowest compared OMol25 entry of this formula, charge and spin) comes out at 48.73 kcal/mol.

Geometry as XYZ:
```
16
Properties=species:S:1:pos:R:3:forces:R:3
C 3.220312 -1.561765 -0.297146 -0.43 -0.03 0.67
C 2.384154 -2.582145 -0.129562 0.70 0.21 -0.58
O 1.040372 -2.508848 -0.209368 -0.45 -0.33 -0.12
H 4.231191 -1.652973 0.067344 0.23 -0.02 -0.59
H 2.815900 -0.596857 -0.569853 0.16 0.27 0.19
H 2.769145 -3.592422 -0.061481 -0.33 -0.09 0.51
H 0.760777 -1.587495 -0.156406 0.10 0.00 -0.08
C -2.236436 2.150186 -0.598648 -2.37 -0.37 0.26
C -1.663865 1.103991 0.313523 1.27 -0.60 -0.39
O -1.217897 1.661231 1.523590 0.11 0.63 0.35
H -1.881785 3.163918 -0.691230 1.23 -0.11 0.06
H -2.429081 1.685916 -1.567866 0.20 0.26 -0.13
H -3.230290 2.337235 -0.175520 -0.23 0.06 -0.21
H -0.827201 0.599706 -0.197695 0.17 0.13 0.12
H -2.382483 0.296347 0.475452 -0.29 0.23 0.03
H -1.352814 1.083976 2.274865 -0.08 -0.26 -0.09
```
Positions in Å, forces in eV/Å.